[1]
{"formula": "C38H106N8O11", "method": "wB97M-V/def2-TZVPD", "e_lumo_ev": 0.58, "charge": 0, "max_force_ev_per_a": 3.0, "gap_ev": 9.3, "de_lowest_ev": 2.186, "smiles": "COC[C@H](C)N.COC[C@H](C)N.COC[C@H](C)N.COC[C@H](C)N.COC[C@H](C)N.COC[C@H](C)N.COC[C@H](C)N.COC[C@H](C)N.CCO.CCO.CCO", "symbols": ["O", "O", "O", "O", "O", "O", "O", "O", "O", "O", "O", "N", "N", "N", "N", "N", "N", "N", "N", "C", "C", "C", "C", "C", "C", "C", "C", "C", "C", "C", "C", "C", "C", "C", "C", "C", "C", "C", "C", "C", "C", "C", "C", "C", "C", "C", "C", "C", "C", "C", "C", "C", "C", "C", "C", "C", "C", "H", "H", "H", "H", "H", "H", "H", "H", "H", "H", "H", "H", "H", "H", "H", "H", "H", "H", "H", "H", "H", "H", "H", "H", "H", "H", "H", "H", "H", "H", "H", "H", "H", "H", "H", "H", "H", "H", "H", "H", "H", "H", "H", "H", "H", "H", "H", "H", "H", "H", "H", "H", "H", "H", "H", "H", "H", "H", "H", "H", "H", "H", "H", "H", "H", "H", "H", "H", "H", "H", "H", "H", "H", "H", "H", "H", "H", "H", "H", "H", "H", "H", "H", "H", "H", "H", "H", "H", "H", "H", "H", "H", "H", "H", "H", "H", "H", "H", "H", "H", "H", "H", "H", "H", "H", "H"], "positions_angstrom": [[-0.014, -6.360, -0.159], [0.678, -1.699, 0.385], [1.986, 6.141, 1.066], [-5.556, 1.462, -3.000], [-0.082, 1.210, 5.827], [4.121, -2.741, -1.596], [-3.430, -0.976, 0.665], [1.530, -1.245, -3.715], [-4.215, 1.820, 0.620], [-0.592, 5.189, 2.642], [6.065, -0.772, 2.178], [-3.235, 2.818, -3.714], [-0.777, -1.116, 4.550], [-5.976, -0.740, -0.718], [1.421, 4.293, -2.015], [4.979, -0.314, -3.044], [-0.027, 1.130, -1.929], [-2.507, -7.109, -1.641], [3.730, -1.419, 0.823], [5.785, -0.116, 0.946], [-5.376, 2.805, -2.541], [7.401, -1.346, 2.249], [-4.366, -2.048, 0.656], [-5.173, -1.991, -0.642], [2.920, -1.071, -3.948], [-4.201, -2.087, -1.881], [0.020, -1.050, -0.748], [-0.376, 1.329, 0.478], [4.231, -0.031, 0.862], [-3.557, 4.538, -2.073], [3.984, -4.092, -1.297], [0.483, -3.113, 0.320], [2.109, 5.889, -0.322], [1.561, 4.492, -0.550], [0.849, 0.522, 5.082], [3.305, 1.353, -3.662], [-1.496, 4.157, 2.476], [0.116, 2.592, 5.766], [-2.548, -0.960, 1.771], [0.347, 0.470, -0.668], [1.617, -1.672, 4.320], [-5.595, 3.280, 1.941], [2.505, 3.467, 0.088], [5.224, -4.795, -1.745], [0.578, -0.970, 5.108], [-6.868, 1.318, -3.524], [3.521, -0.060, -3.074], [-1.307, -6.528, -2.133], [-0.049, -6.897, -1.439], [-2.541, 4.238, 3.577], [1.167, -6.620, 0.465], [2.742, 7.155, 1.714], [3.797, 0.749, 2.143], [1.064, -2.340, -4.491], [-3.879, 3.126, -2.458], [-1.595, -5.011, -2.055], [-5.089, 1.844, 1.701], [-2.525, 4.605, -1.809], [0.965, -3.570, 1.201], [-0.577, -3.397, 0.433], [-4.064, 0.925, 0.316], [-3.331, -1.340, -1.829], [-2.237, 4.913, 4.349], [0.858, 0.829, 3.993], [-1.058, -2.058, 4.729], [3.887, 0.535, -0.015], [0.848, -3.610, -0.602], [-3.438, 2.614, -1.677], [-7.737, 1.302, -2.773], [-1.937, 4.080, 1.492], [2.395, 2.507, -0.323], [-1.066, -6.796, -3.153], [-1.376, -0.507, 5.111], [1.753, -1.263, 3.335], [5.504, 0.289, -2.366], [-2.976, -1.417, 2.622], [2.305, 1.513, -3.952], [3.056, -4.432, -1.849], [2.531, 8.165, 1.355], [-0.956, 3.201, 2.649], [4.073, -2.238, -0.783], [1.101, 2.862, 6.226], [-3.739, -3.019, -2.052], [7.636, -1.585, 3.293], [4.238, -1.809, 1.582], [7.305, -2.301, 1.697], [-7.052, 2.119, -4.252], [1.981, -6.145, -0.106], [-3.595, 3.400, -4.482], [-5.885, -2.798, -0.648], [-1.083, -1.235, -0.663], [-5.496, 0.006, -1.178], [3.150, 6.040, -0.638], [-2.379, 0.099, 2.006], [-6.891, 0.381, -4.037], [3.808, -4.264, -0.236], [-2.459, -6.855, -0.667], [-5.879, 3.336, 2.975], [2.733, 0.828, 2.130], [-1.440, 1.392, 0.352], [0.125, -2.659, -4.087], [0.085, 2.953, 4.755], [1.233, -2.712, 4.254], [-2.322, -4.643, -2.785], [-3.409, 1.854, -3.972], [2.444, 7.142, 2.745], [0.520, -1.448, -1.645], [-3.682, 5.304, -2.849], [6.237, -0.673, 0.080], [3.952, 1.508, -4.508], [4.184, 1.733, 2.187], [5.955, -4.860, -0.923], [-5.959, 2.965, -1.580], [1.223, -6.299, 1.507], [-5.928, 1.207, 1.545], [3.796, 7.061, 1.471], [1.006, -2.167, -5.592], [-0.676, 3.071, 6.321], [3.612, 2.091, -2.955], [1.885, 0.790, 5.383], [4.156, 0.221, 3.024], [-0.186, 0.908, 1.462], [2.953, -0.895, -5.030], [2.394, 3.525, 1.159], [0.011, 2.353, 0.400], [-4.766, 4.007, 1.777], [-2.511, -8.146, -1.705], [3.083, -0.213, -2.080], [-5.031, -1.951, 1.531], [-1.978, -4.719, -1.079], [5.241, -1.268, -2.860], [5.134, -5.833, -2.125], [1.584, 6.645, -0.920], [5.635, -4.167, -2.563], [1.370, -7.716, 0.472], [6.219, 0.875, 0.950], [-1.541, -1.429, 1.600], [-5.804, 3.524, -3.219], [-2.789, 3.265, 3.981], [3.424, -2.061, -3.826], [0.809, -6.583, -2.077], [0.701, 4.963, -2.392], [-4.775, -1.813, -2.773], [1.797, -3.136, -4.272], [8.164, -0.635, 1.801], [-3.506, 4.596, 3.139], [-1.037, 1.124, -1.995], [1.142, 3.353, -2.198], [-3.876, -3.051, 0.758], [-0.638, -4.540, -2.230], [0.606, 4.425, -0.099], [-4.229, 4.798, -1.221], [-6.461, 3.490, 1.339], [-6.885, -0.813, -1.174], [0.124, -8.002, -1.498], [0.123, 5.207, 2.000], [2.755, -1.524, 1.005], [2.648, -1.638, 4.757], [-4.571, 1.507, 2.642], [0.580, -1.305, 6.160], [3.483, 3.823, -0.146], [1.425, 0.572, -0.488], [0.381, 0.634, -2.726]], "forces_ev_per_a": [[-1.4, 0.2, 0.0], [-0.6, -0.6, -0.7], [-0.4, 0.0, 0.7], [-0.8, 0.8, 0.3], [-0.7, 0.0, 0.4], [0.2, 0.2, -0.7], [-0.1, -0.5, -0.4], [-0.5, 0.1, 0.1], [0.5, 0.8, -0.8], [0.4, 1.5, 0.3], [1.1, -0.1, 0.2], [0.5, -0.2, -0.8], [0.5, 0.3, 0.1], [-0.2, -0.6, 0.7], [0.0, 1.8, 0.3], [0.8, 1.3, 0.4], [0.7, -0.2, 0.1], [-0.7, -2.0, 0.2], [1.1, 0.9, -0.6], [-0.5, -0.8, -0.8], [-0.1, 0.1, 1.6], [-0.9, 0.4, -0.9], [-0.1, -0.4, 0.3], [0.9, 1.3, -1.0], [-0.6, -2.4, -1.7], [-0.1, 2.2, 0.3], [0.7, 0.5, 1.5], [1.4, -1.0, -1.1], [0.5, 0.6, 0.8], [-1.5, 1.1, 0.4], [-1.6, -0.7, -0.7], [-0.2, -0.2, 0.7], [0.3, 0.9, 0.3], [1.1, 0.0, -1.5], [1.4, 0.1, -1.4], [0.9, -1.0, 0.9], [0.6, -2.1, 0.9], [0.8, 0.3, 0.9], [1.2, 0.8, -0.5], [-1.3, 0.6, 0.7], [0.7, -1.5, 0.1], [1.2, -0.5, -0.2], [-0.4, 1.9, -0.2], [1.3, -0.8, -0.6], [-0.5, 1.7, 0.9], [-0.6, 0.2, 0.5], [1.4, 1.0, 0.1], [-0.4, 1.6, -0.8], [1.3, -0.7, -0.8], [-1.7, 0.2, -1.4], [2.1, -1.1, 0.3], [-0.4, 0.3, -1.6], [0.1, -1.4, -0.7], [1.1, -0.2, 0.4], [-1.2, 0.8, -1.6], [0.8, -0.2, -0.5], [0.5, 0.8, 1.5], [0.7, 0.0, 0.5], [0.2, 0.3, -0.4], [0.1, 0.3, -0.2], [0.0, -0.7, 0.2], [-1.4, -0.8, 0.2], [0.3, 0.3, 0.5], [-0.5, -0.1, 0.7], [-0.5, -0.7, 0.0], [0.3, -0.2, 0.0], [0.1, 0.6, 0.3], [0.8, -1.9, 1.4], [1.4, 0.3, -0.6], [-0.2, 0.2, -0.4], [-0.4, -1.4, -0.3], [-0.6, -0.1, -0.6], [0.0, -0.2, -0.3], [-0.4, 0.2, -0.6], [-1.0, -0.7, -0.9], [-0.6, -0.6, 1.0], [-1.3, 0.3, -0.2], [0.9, -0.1, 0.5], [-0.6, 0.1, -0.3], [-0.2, 0.1, -0.4], [-0.2, 0.8, 1.1], [-0.6, -0.1, -0.3], [0.3, -1.4, 0.1], [-0.1, 0.3, -0.3], [0.3, -1.0, 0.8], [0.7, 0.4, 0.0], [-0.2, -0.1, 0.1], [0.1, -0.1, 0.3], [0.1, -0.3, 0.6], [-0.1, -0.6, 0.0], [0.8, 0.1, -0.4], [0.4, 0.4, -0.3], [0.1, -0.6, 0.0], [0.1, -0.3, 0.1], [0.0, -0.7, -0.4], [-0.2, 0.1, 0.2], [-0.7, -0.3, 0.5], [-0.3, 0.2, 0.6], [-1.0, 0.0, 0.3], [-0.7, -0.1, -0.3], [-0.7, 0.0, 0.0], [0.1, 0.2, -0.7], [0.8, 0.3, -0.3], [0.2, -0.4, -0.1], [0.0, 0.0, 0.0], [0.4, -0.3, 0.5], [-0.7, 0.1, 0.0], [-0.4, -0.3, -0.1], [-0.5, 0.2, 0.6], [0.2, -0.3, -0.5], [0.6, 1.1, -0.2], [-0.1, 0.3, -0.3], [0.9, -0.3, -0.7], [-0.5, 0.3, -0.2], [-0.7, -0.8, -0.2], [0.5, -0.5, 0.6], [0.1, 0.2, 0.7], [-0.2, 0.1, 0.2], [0.0, 0.7, 0.7], [-0.3, -0.4, 0.4], [-0.2, -0.1, 0.0], [0.2, 0.0, 0.2], [0.8, 0.6, 0.0], [-0.1, -0.4, 0.4], [0.0, -0.3, 0.2], [-0.8, -0.5, -0.1], [0.1, 0.9, 0.2], [-0.2, 0.3, 0.0], [0.0, 0.1, -0.2], [0.2, -0.1, 0.2], [-0.4, -0.3, 0.3], [-0.4, 0.6, 0.2], [-0.5, 0.0, 0.1], [0.0, -0.6, 0.4], [0.0, 0.4, 0.0], [0.1, 0.5, 0.0], [-0.9, 0.3, -0.2], [-0.3, 0.2, -0.8], [0.2, -0.3, 0.2], [-0.3, 0.6, 0.3], [-0.1, 0.6, 0.5], [1.0, -1.2, 0.5], [0.1, -0.1, 0.1], [-0.4, -0.2, -0.5], [-0.8, -1.0, 0.5], [0.8, 0.1, 0.6], [-0.1, 0.1, -0.3], [-0.5, -0.7, -0.2], [0.0, 0.7, -0.2], [0.1, 0.7, 0.0], [-1.2, 0.1, 0.8], [0.7, 0.1, -0.4], [-0.2, 0.3, -0.4], [0.5, -0.4, 0.1], [-0.5, 0.3, 0.7], [0.1, -0.1, -0.3], [-1.0, 0.3, 0.0], [-1.0, -0.2, 0.1], [-0.3, 0.1, -0.7], [0.3, 0.0, -0.2], [1.0, 0.0, -0.1], [-0.1, -0.1, -0.2], [-0.3, 0.1, 0.2]]}

[2]
{"formula": "C38H23F3I2O6", "method": "wB97M-V/def2-TZVPD", "e_lumo_ev": -1.80, "charge": 0, "max_force_ev_per_a": 0.6, "gap_ev": 7.7, "smiles": "C[C@H](I)[C@H](I)C1=C(C(F)(F)F)C(=O)C=CC1=O.O=C1c2ccccc2C(=O)c2ccccc21.O=C1c2ccccc2C(=O)c2ccccc21", "symbols": ["I", "I", "F", "F", "F", "O", "O", "O", "O", "O", "O", "C", "C", "C", "C", "C", "C", "C", "C", "C", "C", "C", "C", "C", "C", "C", "C", "C", "C", "C", "C", "C", "C", "C", "C", "C", "C", "C", "C", "C", "C", "C", "C", "C", "C", "C", "C", "C", "C", "H", "H", "H", "H", "H", "H", "H", "H", "H", "H", "H", "H", "H", "H", "H", "H", "H", "H", "H", "H", "H", "H", "H"], "positions_angstrom": [[0.265, 1.541, -3.864], [3.675, 1.189, -0.545], [1.893, 5.716, 0.693], [3.572, 4.422, 1.023], [1.673, 3.601, 0.447], [1.936, -2.401, 0.364], [1.789, -7.738, -0.102], [3.751, 3.263, -4.271], [-5.116, 1.813, 4.040], [3.790, 6.932, -0.890], [-3.028, 1.061, -0.842], [-5.149, 0.562, 2.041], [2.136, -5.882, 1.309], [2.881, 3.752, -2.110], [0.792, -5.421, -3.437], [1.156, -3.455, -2.101], [0.806, -4.036, -3.307], [3.037, 6.478, -3.082], [0.969, 2.103, -1.888], [-6.685, -1.244, 1.660], [-3.490, 2.457, 2.458], [1.121, -6.225, -2.359], [1.489, -4.257, -1.016], [-6.158, -1.426, 0.386], [2.795, -4.714, 3.741], [-2.958, 3.434, 3.292], [-2.943, 2.252, 1.191], [-6.184, -0.251, 2.485], [2.519, 2.292, -1.972], [2.516, 4.625, 0.248], [-1.880, 4.193, 2.869], [-3.490, 1.217, 0.270], [3.049, 5.496, -3.987], [-1.869, 3.024, 0.769], [-4.630, 1.629, 2.945], [2.870, 4.761, -1.215], [2.521, -3.912, 2.647], [-1.335, 3.987, 1.606], [1.797, -6.531, 0.010], [3.274, 4.104, -3.538], [1.466, -5.647, -1.143], [2.411, -6.682, 2.411], [2.738, -6.099, 3.624], [0.412, 1.089, -0.903], [3.270, 6.144, -1.651], [2.187, -4.491, 1.429], [1.877, -3.609, 0.269], [-4.615, 0.374, 0.764], [-5.125, -0.620, -0.062], [-4.705, -0.753, -1.049], [0.506, 3.076, -1.731], [-1.458, 4.945, 3.523], [-7.489, -1.878, 2.009], [-1.455, 2.854, -0.216], [-0.491, 4.576, 1.280], [2.560, -2.834, 2.725], [-0.679, 1.077, -0.977], [1.177, -2.380, -1.989], [2.367, -7.757, 2.306], [2.949, -6.724, 4.482], [-6.587, -0.098, 3.476], [-6.554, -2.201, -0.258], [0.774, 0.080, -1.115], [2.969, 5.693, -5.050], [2.957, 7.531, -3.330], [2.861, 1.837, -2.898], [1.113, -7.302, -2.447], [0.524, -5.873, -4.383], [0.544, -3.410, -4.150], [-3.392, 3.583, 4.272], [3.054, -4.262, 4.689], [0.678, 1.348, 0.123]], "forces_ev_per_a": [[0.0, 0.1, 0.0], [0.1, 0.1, 0.1], [-0.3, 0.4, 0.1], [0.4, 0.0, 0.1], [-0.2, -0.3, 0.0], [0.0, 0.0, 0.0], [0.0, 0.0, 0.0], [-0.3, 0.4, 0.3], [0.0, 0.0, 0.0], [-0.4, -0.3, -0.3], [0.0, 0.0, 0.0], [0.0, 0.0, 0.0], [0.0, 0.1, 0.0], [0.0, 0.2, 0.2], [0.0, 0.0, 0.0], [0.0, 0.0, -0.1], [0.0, 0.0, 0.0], [0.1, -0.3, -0.1], [0.1, -0.1, 0.1], [0.0, 0.0, 0.0], [0.0, 0.0, 0.0], [0.0, 0.0, -0.1], [0.0, -0.1, 0.0], [0.0, 0.0, 0.0], [0.0, 0.0, 0.0], [0.1, 0.0, 0.0], [-0.1, 0.0, 0.0], [-0.1, -0.1, 0.0], [-0.4, 0.0, -0.2], [0.1, -0.1, -0.2], [0.0, 0.0, 0.0], [0.0, 0.0, 0.0], [0.0, 0.6, 0.3], [0.1, 0.1, 0.0], [0.0, 0.0, 0.1], [0.0, -0.3, -0.4], [0.0, 0.0, 0.1], [-0.1, 0.0, 0.1], [0.0, -0.1, 0.0], [0.1, -0.3, -0.3], [0.0, 0.0, 0.0], [0.0, 0.0, 0.1], [0.0, 0.0, 0.0], [-0.2, -0.1, -0.1], [0.2, 0.2, 0.2], [0.0, 0.0, 0.0], [0.0, 0.1, 0.0], [0.0, 0.0, 0.0], [-0.1, -0.1, 0.0], [0.0, 0.0, 0.0], [0.0, -0.1, 0.0], [0.0, 0.0, 0.0], [0.0, 0.0, 0.0], [-0.1, 0.0, 0.0], [0.0, 0.0, 0.0], [0.0, 0.0, -0.1], [0.2, -0.1, -0.1], [0.0, 0.0, 0.0], [0.0, 0.0, -0.1], [0.0, 0.0, 0.0], [0.0, 0.1, 0.0], [0.0, 0.0, 0.0], [0.1, 0.1, 0.1], [0.1, -0.2, 0.0], [0.1, -0.1, 0.0], [0.1, 0.0, 0.2], [0.0, 0.0, 0.1], [0.0, 0.0, 0.0], [0.0, 0.0, 0.0], [0.0, 0.0, 0.0], [0.0, 0.0, 0.0], [0.1, 0.0, 0.0]]}